Record 1
Below is a structure of composition C16H25CrN5OS, with properties calculated with wB97M-V/def2-TZVPD.

Results
<S²>: 6.02
Relative energy (zero: lowest compared OMol25 entry of this formula, charge and spin), eV: 0.000
Multiplicity: 5
LUMO (spin up / spin down), eV: -5.825 / -5.861
Charge: +2
Orbital gap (spin up / spin down), eV: 8.54 / 8.55

Element x y z (Å)
Cr: -0.326 -0.848 -0.760
N: -2.176 -2.081 2.675
C: -1.512 -1.076 3.380
C: -1.512 -0.734 4.727
C: -0.749 0.359 5.078
C: -0.023 1.090 4.119
C: -0.033 0.742 2.786
C: -0.786 -0.373 2.424
N: -1.001 -0.969 1.179
C: -1.843 -1.969 1.387
C: -2.298 -2.760 0.244
C: -3.191 -3.768 0.136
S: -3.325 -4.255 -1.494
C: -2.190 -3.090 -1.952
N: -1.725 -2.374 -0.958
H: -2.773 -2.786 3.077
H: -2.081 -1.290 5.461
H: -0.713 0.669 6.113
H: 0.553 1.948 4.440
H: 0.517 1.314 2.051
H: -3.771 -4.247 0.912
H: -1.877 -2.966 -2.980
C: -2.210 3.416 -2.380
C: -1.107 2.594 -1.762
O: -1.408 1.168 -1.807
H: -1.958 4.475 -2.330
H: -3.148 3.276 -1.835
H: -2.359 3.149 -3.426
H: -0.936 2.884 -0.724
H: -0.180 2.732 -2.325
H: -2.368 1.086 -1.831
C: 3.349 -1.074 -0.958
C: 2.810 0.345 -1.070
C: 3.469 1.108 -2.211
C: 2.962 1.080 0.253
N: 1.317 0.285 -1.313
N: 0.862 -0.527 -2.429
H: 4.376 -1.034 -0.598
H: 3.386 -1.596 -1.919
H: 2.774 -1.668 -0.241
H: 4.543 1.179 -2.038
H: 3.080 2.128 -2.283
H: 3.328 0.607 -3.173
H: 4.021 1.219 0.473
H: 2.517 0.510 1.070
H: 2.501 2.073 0.213
H: 0.994 1.233 -1.487
H: 1.585 -1.201 -2.663
H: 0.636 0.015 -3.255

Mulliken population analysis, charges in e, atoms 1 to 2: number 1, Cr, carries 1.115; number 2, N, carries -0.005

=====

Record 2
Below is a structure of composition C16H25CrN6S8Sb, with properties calculated with wB97M-V/def2-TZVPD.

Results
<S²>: 6.03
Relative energy (zero: lowest compared OMol25 entry of this formula, charge and spin), eV: 1.411
Multiplicity: 5
LUMO (spin up / spin down), eV: 3.863 / 3.857
Charge: -2
Orbital gap (spin up / spin down), eV: 4.93 / 5.52

Element x y z (Å)
Cr: 2.489 0.400 -0.238
S: 2.350 5.481 5.052
C: 2.312 4.353 3.825
S: 2.709 4.686 2.195
C: 2.499 3.081 1.528
C: 2.089 2.143 2.410
S: 1.836 0.451 2.046
S: 1.835 2.723 4.041
S: 2.858 2.796 -0.151
S: 4.756 0.068 -0.966
C: 4.957 -1.639 -0.699
C: 6.312 -2.141 -0.741
N: 7.403 -2.513 -0.761
C: 3.933 -2.493 -0.437
S: 2.267 -1.972 -0.279
C: 4.188 -3.900 -0.276
N: 4.363 -5.035 -0.159
C: -1.845 -4.351 -1.258
C: -2.576 -3.109 -0.733
Sb: -1.173 -1.536 -0.178
C: -0.479 -2.534 1.610
C: -1.542 -3.056 2.575
C: -2.716 -0.286 0.779
C: -4.044 -0.939 1.176
H: -2.547 -5.128 -1.580
H: -1.202 -4.783 -0.487
H: -1.208 -4.104 -2.110
H: -3.217 -3.361 0.113
H: -3.221 -2.685 -1.511
H: 0.173 -1.810 2.102
H: 0.165 -3.336 1.250
H: -2.085 -2.235 3.049
H: -1.076 -3.643 3.373
H: -2.270 -3.704 2.077
H: -2.913 0.517 0.063
H: -2.234 0.175 1.646
H: -4.530 -1.411 0.320
H: -4.738 -0.192 1.579
H: -3.907 -1.704 1.941
S: 1.509 0.292 -2.668
C: 0.549 1.630 -2.893
N: -0.755 1.572 -3.310
C: -1.443 2.836 -3.045
C: -0.269 3.798 -2.808
N: 0.892 2.919 -2.727
H: -1.214 0.697 -3.116
H: -2.106 2.770 -2.180
H: -2.044 3.140 -3.902
H: -0.387 4.390 -1.901
H: -0.157 4.490 -3.645
H: 1.581 3.089 -1.983
N: -1.282 3.132 0.657
N: -0.455 2.055 0.221
H: -2.265 2.984 0.462
H: -0.976 3.979 0.200
H: -0.867 1.529 -0.542
H: -0.282 1.425 0.995

Mulliken population analysis, charges in e, atoms 1 to 2: number 1, Cr, carries 1.147; number 2, S, carries -0.383

=====

Record 3
Below is a structure of composition C16H25IrN4S4, with properties calculated with wB97M-V/def2-TZVPD.

Results
<S²>: 0.77
Multiplicity: 2
LUMO (spin up / spin down), eV: -10.721 / -12.087
Charge: +3
Orbital gap (spin up / spin down), eV: 6.96 / 5.52

Element x y z (Å)
Ir: -0.945 -0.009 0.015
C: 2.936 -3.370 3.811
C: 2.586 -3.577 2.349
N: 1.176 -3.215 2.077
C: 0.791 -2.056 1.600
S: -0.984 -1.761 1.540
N: 1.613 -1.129 1.171
N: 0.929 0.008 0.912
C: 1.486 1.164 1.117
C: 2.894 1.338 1.545
C: 0.539 2.283 1.088
C: 0.844 3.575 1.464
C: -0.196 4.462 1.723
C: -1.503 4.014 1.636
C: -1.749 2.722 1.204
N: -0.746 1.889 0.892
H: 3.977 -3.645 3.974
H: 2.322 -3.994 4.460
H: 2.810 -2.327 4.104
H: 2.696 -4.618 2.049
H: 3.201 -2.966 1.693
H: 0.464 -3.865 2.381
H: 3.411 0.387 1.600
H: 2.927 1.823 2.523
H: 3.409 1.989 0.834
H: 1.876 3.870 1.599
H: 0.018 5.478 2.029
H: -2.337 4.651 1.897
H: -2.755 2.343 1.104
C: -1.228 2.059 -2.577
C: -0.262 1.067 -3.202
S: 0.558 0.071 -1.910
C: 0.412 -1.634 -2.528
C: -1.017 -2.085 -2.721
S: -2.011 -1.832 -1.202
C: -3.562 -1.151 -1.866
C: -3.375 0.190 -2.539
S: -2.426 1.295 -1.439
H: -1.802 2.599 -3.332
H: -0.708 2.806 -1.974
H: 0.527 1.609 -3.725
H: -0.742 0.411 -3.925
H: 0.935 -2.228 -1.776
H: 0.982 -1.713 -3.456
H: -1.052 -3.156 -2.924
H: -1.505 -1.574 -3.547
H: -4.227 -1.091 -1.004
H: -3.978 -1.899 -2.544
H: -4.339 0.675 -2.703
H: -2.869 0.119 -3.498

Mulliken population analysis, charges in e, atoms 1 to 2: number 1, Ir, carries 1.094; number 2, C, carries -1.029

=====

Record 4
Below is a structure of composition C16H25N2O, with properties calculated with wB97M-V/def2-TZVPD.

Results
Relative energy (zero: lowest compared OMol25 entry of this formula, charge and spin), eV: 14.852
Multiplicity: 1
LUMO, eV: -2.776
Charge: +1
Orbital gap, eV: 7.92

Element x y z (Å)
C: -2.498 -3.436 1.334
H: -2.139 -3.380 2.300
H: -3.470 -3.271 1.124
H: -2.185 -4.443 0.857
C: -1.828 -2.513 0.302
C: -2.337 -1.050 1.014
H: -2.093 -0.962 2.178
N: -1.699 0.171 0.059
H: -1.719 -0.117 -0.901
C: -2.468 1.340 0.224
C: -3.756 1.524 -0.702
C: -3.379 1.294 -2.284
H: -2.542 1.794 -2.564
H: -2.815 0.314 -2.369
H: -4.154 1.291 -2.950
H: -4.329 2.219 -0.467
H: -4.333 0.344 -0.406
H: -2.875 1.477 1.344
H: -1.772 2.338 -0.112
C: -0.296 0.457 0.695
H: -0.314 1.058 1.363
H: 0.076 -0.441 1.017
C: 0.546 1.147 -0.497
C: 1.920 1.247 0.075
C: 2.903 0.352 -0.505
C: 4.309 0.370 0.167
C: 4.653 1.327 0.791
C: 3.745 2.684 0.928
C: 2.323 2.334 0.637
H: 1.736 3.141 0.732
H: 4.015 3.556 1.383
H: 5.629 1.609 1.002
N: 4.978 -0.756 -0.086
C: 4.169 -1.883 -0.749
O: 4.538 -2.910 -1.058
C: 2.829 -0.967 -0.855
H: 2.090 -1.821 -0.581
H: 2.542 -1.104 -1.690
H: 5.905 -0.878 0.127
H: 0.407 0.510 -1.335
H: 0.236 1.932 -0.672
H: -3.507 -0.814 1.128
H: -0.872 -2.509 0.575
H: -2.168 -2.576 -0.574

Mulliken population analysis, charges in e, atoms 1 to 2: number 1, C, carries -1.434; number 2, H, carries 0.418

=====

Record 5
Below is a structure of composition C16H25NO, with properties calculated with wB97M-V/def2-TZVPD.

Results
Relative energy (zero: lowest compared OMol25 entry of this formula, charge and spin), eV: 14.332
Multiplicity: 1
LUMO, eV: 0.853
Orbital gap, eV: 8.53

Element x y z (Å)
C: 1.852 2.933 -4.319
C: 1.002 1.920 -3.479
C: 0.737 1.914 -2.124
C: 0.107 1.046 -1.530
C: -0.450 0.171 -2.225
C: -0.150 -0.084 -3.720
C: 0.684 0.880 -4.391
H: 0.495 0.858 -5.413
C: -0.923 -1.242 -4.483
H: -0.446 -2.191 -3.976
H: -0.688 -1.389 -5.585
H: -2.048 -1.291 -4.430
O: -1.148 -0.864 -1.677
C: -1.370 -1.196 -0.343
C: -0.170 -1.443 0.409
N: 0.080 -0.994 1.672
C: -0.877 -1.453 2.725
C: -1.705 -0.440 3.335
C: -1.120 0.252 4.495
C: 0.402 0.759 3.842
C: 1.301 -0.178 3.619
H: 2.454 0.020 3.645
H: 1.218 -1.132 4.396
C: 1.420 -1.003 2.187
H: 1.576 -0.241 1.541
H: 1.764 -1.892 2.377
H: 0.271 1.544 3.000
H: 0.603 1.451 4.624
H: -1.484 1.129 4.702
H: -0.721 -0.356 5.301
H: -2.788 -0.943 3.834
H: -2.240 0.357 2.581
H: -1.718 -2.216 2.117
H: -0.463 -2.072 3.405
H: 0.830 -1.098 -0.163
H: -0.094 -2.823 0.419
H: -2.303 -1.727 -0.163
H: -1.471 -0.297 0.017
H: -0.016 1.057 -0.550
H: 1.250 2.687 -1.840
H: 2.225 3.761 -3.614
H: 1.364 3.221 -5.351
H: 2.759 2.604 -4.871

Mulliken population analysis, charges in e, atoms 1 to 2: number 1, C, carries -1.199; number 2, C, carries 0.948

=====

Record 6
Below is an isolated molecule of C16H25NO4S, with properties calculated with wB97M-V/def2-TZVPD.

Results
Relative energy (zero: lowest compared OMol25 entry of this formula, charge and spin), eV: 0.915
Multiplicity: 1
SMILES string: CCOc1ccc(OCC)c(S(=O)(=O)N2CCC(C)CC2)c1
LUMO, eV: 0.780
Orbital gap, eV: 8.90

Element x y z (Å)
C: -2.576 -0.501 5.733
C: -2.776 0.304 4.459
O: -1.831 -0.154 3.510
C: -1.816 0.409 2.272
C: -2.656 1.429 1.842
C: -2.561 1.930 0.551
C: -1.617 1.424 -0.336
O: -1.431 1.811 -1.612
C: -2.232 2.845 -2.154
C: -1.776 3.055 -3.589
C: -0.770 0.407 0.110
S: 0.420 -0.203 -1.090
O: -0.286 -0.912 -2.117
O: 1.279 0.882 -1.474
N: 1.260 -1.324 -0.160
C: 2.424 -0.792 0.517
C: 3.654 -0.748 -0.389
C: 3.929 -2.126 -0.994
C: 5.126 -2.079 -1.939
C: 2.671 -2.606 -1.720
C: 1.480 -2.621 -0.765
C: -0.866 -0.100 1.381
H: -3.285 -0.180 6.490
H: -2.723 -1.558 5.530
H: -1.565 -0.359 6.106
H: -3.796 0.160 4.076
H: -2.622 1.374 4.658
H: -3.400 1.849 2.499
H: -3.234 2.717 0.251
H: -2.102 3.768 -1.570
H: -3.292 2.555 -2.125
H: -0.722 3.316 -3.599
H: -2.354 3.849 -4.054
H: -1.905 2.134 -4.150
H: 2.166 0.213 0.854
H: 2.618 -1.422 1.393
H: 3.460 -0.031 -1.188
H: 4.517 -0.405 0.186
H: 4.150 -2.829 -0.180
H: 5.320 -3.063 -2.360
H: 4.933 -1.387 -2.755
H: 6.018 -1.747 -1.411
H: 2.442 -1.924 -2.542
H: 2.825 -3.605 -2.131
H: 0.564 -2.877 -1.296
H: 1.644 -3.343 0.043
H: -0.215 -0.896 1.699

Mulliken population analysis, charges in e, atoms 1 to 2: number 1, C, carries -1.436; number 2, C, carries -0.299

=====

Record 7
Below is an isolated molecule of C16H26BN3O4, with properties calculated with wB97M-V/def2-TZVPD.

Results
Relative energy (zero: lowest compared OMol25 entry of this formula, charge and spin), eV: 1.465
Multiplicity: 1
SMILES string: CC(C)C[C@H](NC(=O)Cn1ccc2c(c1=O)CCCN2C)B(O)O
LUMO, eV: 0.553
Orbital gap, eV: 8.62

Element x y z (Å)
C: 3.014 5.158 -0.260
C: 1.881 4.064 0.056
C: 1.621 4.129 1.539
C: 0.544 4.150 -0.816
C: -0.412 3.040 -0.555
N: 0.275 1.730 -0.284
C: 1.020 1.177 -1.277
O: 1.077 1.555 -2.451
C: 1.646 -0.097 -0.902
N: 0.745 -1.191 -0.647
C: 0.529 -2.104 -1.636
C: -0.294 -3.163 -1.428
C: -0.826 -3.357 -0.077
C: -0.507 -2.464 0.906
C: 0.236 -1.293 0.673
O: 0.491 -0.562 1.608
C: -1.090 -2.579 2.266
C: -1.179 -4.017 2.680
C: -1.721 -5.047 1.676
N: -1.607 -4.537 0.274
C: -2.027 -5.515 -0.734
B: -1.727 2.807 -1.539
O: -2.919 3.213 -0.947
O: -1.532 2.198 -2.745
H: 3.252 5.441 -1.285
H: 3.957 4.781 0.196
H: 2.760 6.140 0.244
H: 2.332 3.114 -0.212
H: 2.139 5.013 1.926
H: 0.543 4.176 1.833
H: 2.064 3.314 2.140
H: -0.039 5.019 -0.496
H: 0.813 4.291 -1.868
H: -1.125 3.128 0.237
H: 0.089 1.210 0.513
H: 2.236 -0.525 -1.716
H: 2.379 -0.011 -0.071
H: 0.932 -1.973 -2.598
H: -0.569 -3.772 -2.220
H: -0.604 -1.988 2.992
H: -2.098 -2.131 2.255
H: -0.193 -4.360 2.926
H: -1.695 -4.136 3.633
H: -2.803 -5.379 1.831
H: -1.074 -5.978 1.619
H: -3.068 -5.726 -0.715
H: -1.753 -5.177 -1.713
H: -1.512 -6.462 -0.626
H: -3.622 2.750 -1.424
H: -0.577 1.942 -2.781

Mulliken population analysis, charges in e, atoms 1 to 2: number 1, C, carries -1.514; number 2, C, carries 1.176

=====

Record 8
Below is a cluster of 3 separate species, C16H26Cl4F3N2O2S in total, with properties calculated with wB97M-V/def2-TZVPD.

Results
Relative energy (zero: lowest compared OMol25 entry of this formula, charge and spin), eV: 0.000
Multiplicity: 1
LUMO, eV: 2.187
Charge: -1
Orbital gap, eV: 6.37

Element x y z (Å)
C: 3.290 4.019 2.190
C: 3.239 3.048 1.242
C: 2.066 2.130 1.050
N: 1.722 1.879 -0.344
C: 1.711 0.480 -0.733
C: 0.917 -0.508 0.133
C: 0.884 -1.911 -0.493
N: -0.041 -2.031 -1.630
C: 0.666 2.690 -0.963
S: 0.625 4.366 -0.231
C: -0.759 2.100 -0.941
C: -1.477 2.092 0.427
C: -2.560 3.118 0.602
F: -2.917 3.901 -0.438
C: -3.258 3.264 1.717
F: -2.828 2.825 2.894
F: -4.463 3.804 1.808
C: 1.059 2.818 -2.516
O: 0.553 1.938 -3.251
O: 1.813 3.737 -2.818
H: 4.102 4.034 2.916
H: 2.571 4.835 2.215
H: 4.082 2.902 0.561
H: 2.414 1.204 1.522
H: 1.236 2.488 1.673
H: 2.752 0.124 -0.717
H: 1.387 0.383 -1.771
H: 1.366 -0.618 1.129
H: -0.121 -0.209 0.306
H: 1.888 -2.229 -0.780
H: 0.501 -2.575 0.290
H: 0.423 -1.686 -2.465
H: -0.822 -1.399 -1.481
H: -0.535 4.761 -0.763
H: -1.347 2.710 -1.628
H: -0.784 1.097 -1.357
H: -1.990 1.129 0.526
H: -0.787 2.154 1.270
Cl: 1.689 -4.369 -2.975
C: 2.606 -5.785 -2.413
C: 1.916 -6.497 -1.277
Cl: 1.916 -5.535 0.223
H: 3.600 -5.451 -2.124
H: 2.699 -6.464 -3.260
H: 2.441 -7.426 -1.058
H: 0.884 -6.726 -1.526
Cl: -4.997 -3.655 1.133
C: -4.237 -2.501 2.261
C: -4.367 -1.075 1.793
Cl: -3.391 -0.749 0.341
H: -3.194 -2.786 2.375
H: -4.740 -2.617 3.219
H: -4.008 -0.403 2.572
H: -5.399 -0.823 1.564

Mulliken population analysis, charges in e, atoms 1 to 2: number 1, C, carries -0.720; number 2, C, carries -0.331

=====

| no. | largest force on an atom (Eh/bohr) | electronic energy (eV) |
| --- | --- | --- |
| 1 | 0.0068 | -65740.3854 |
| 2 | 0.0136 | -147582.1597 |
| 3 | 0.0192 | -69111.4761 |
| 4 | 0.3447 | -22004.7349 |
| 5 | 0.2613 | -20522.2212 |
| 6 | 0.0218 | -37512.3371 |
| 7 | 0.0833 | -30352.7645 |
| 8 | 0.0340 | -93164.3868 |